The following is a quantum chemistry calculation of a cluster of 2 separate species, C5H8NO in total at a distorted geometry, from OMol25.

Values from the calculation:
* HOMO level (spin up / spin down): -12.51 / -12.50 eV
* charge: +1
* relative energy (zero: lowest compared OMol25 entry of this formula, charge and spin): 164.9 kcal per mole
* E_tot: -324.776226 hartree
* F_max: 0.094 Eh/bohr

Element x y z (Å)
N: 2.697891 -0.582217 -0.583083
H: -0.316798 2.699322 0.257665
H: 0.011005 -1.455807 1.277526
C: -0.933033 -1.495839 -0.604762
H: 1.064455 2.260269 -0.809544
C: -1.002227 -1.282669 0.844011
H: -2.033481 0.322691 -0.142332
H: 1.168529 2.105765 0.961286
O: 3.613119 0.041058 -0.321383
H: -0.019667 -1.884600 -0.923403
C: 0.397901 2.018603 0.049007
C: 0.079892 0.674229 -0.084478
H: -1.783158 -1.764059 -1.188385
C: -1.036576 -0.077858 -0.164278
H: -1.907847 -1.578888 1.432146

Forces on atoms 1 to 6 (eV/Å):
2.681 2.614 1.151
-2.678 2.375 0.231
-1.293 0.280 0.115
-1.146 -0.783 0.512
-0.464 0.238 0.346
0.827 -1.836 0.332

---

The following is a quantum chemistry calculation of a structure of composition C5H8NO2 at a distorted geometry, from OMol25.

Values from the calculation:
* HOMO level: -4.25 eV
* charge: -1
* relative energy (zero: lowest compared OMol25 entry of this formula, charge and spin): 125.6 kcal per mole
* E_tot: -400.414602 hartree
* F_max: 0.077 Eh/bohr

Element x y z (Å)
O: 4.013525 -1.116318 1.099822
H: 3.764882 -1.008242 -0.872326
C: -1.157706 0.057886 -0.808495
N: -2.945265 1.389170 -0.660315
C: -2.552968 -0.311768 1.169286
C: 4.477535 -0.786814 -0.011643
H: -1.737679 -0.987532 1.394880
C: -2.342318 0.391770 0.002531
O: 5.559594 -0.261030 -0.322652
H: 0.935421 -0.003090 -1.017921
H: -0.419511 1.064958 -0.426232
H: -3.680572 1.764780 -0.068318
H: 0.540559 -0.237994 0.743404
H: -1.328238 0.026693 -1.876675
C: 0.189010 0.074564 -0.231866
H: -3.316267 -0.057035 1.886513

Forces on atoms 1 to 6 (eV/Å):
-0.058 0.042 0.148
0.109 0.053 -0.158
1.033 -1.440 2.186
0.283 -0.386 0.170
1.034 0.297 -0.775
-0.211 0.006 -0.048

---

The following is a quantum chemistry calculation of a structure of composition C5H8NO2 at a distorted geometry, from OMol25.

Values from the calculation:
* HOMO level: -13.86 eV
* charge: +1
* relative energy (zero: lowest compared OMol25 entry of this formula, charge and spin): 89.1 kcal per mole
* E_tot: -400.150262 hartree
* F_max: 0.068 Eh/bohr

Element x y z (Å)
H: -1.170308 1.815233 0.993437
O: 0.626199 1.292762 -0.812939
H: -1.070435 0.744729 -1.661960
C: 2.396159 0.207961 0.034028
C: 1.929601 -0.940375 0.458193
H: -1.083544 0.052187 1.253970
H: 3.668617 1.308293 -0.812880
H: 0.579103 -2.777573 0.173701
O: 3.310478 1.035127 0.074183
H: -1.060622 -1.513154 -1.229545
N: -1.400866 0.902038 0.631121
C: 0.605603 -1.633174 0.026670
H: 2.584912 -1.836482 0.797589
C: -0.377463 0.530101 -0.884141
C: -0.303842 -0.981842 -0.673839
H: -2.392853 0.736075 0.434597

Forces on atoms 1 to 6 (eV/Å):
-0.114 0.147 0.210
2.476 -0.999 0.807
-0.943 0.528 -0.547
-2.099 -1.451 0.200
-0.859 -2.828 -0.688
-0.764 2.658 -1.097